1.
Molecular formula: C38H39N4O3P2SbSe4Zn
Method: DFT, ωB97M-V/def2-TZVPD

Last column: Löwdin charge in e.
Atoms and positions in Å:
Zn 0.8979 -2.0286 0.2770  0.26
C -1.7265 2.9400 0.8125  -0.31
N -1.1972 3.5813 -0.3766  -0.15
C 0.0687 3.1729 -0.9705  -0.32
P 0.9548 1.6335 -0.3584  1.06
C 1.3254 2.1527 1.3587  -0.40
C 1.1317 1.1984 2.3557  -0.11
C 1.3108 1.5216 3.6948  -0.06
C 1.6884 2.8082 4.0472  -0.10
C 1.8935 3.7678 3.0612  -0.10
C 1.7124 3.4409 1.7268  -0.11
C 2.5058 2.0520 -1.2434  -0.38
C 3.7211 2.2488 -0.5926  -0.09
C 4.8777 2.4950 -1.3189  -0.09
C 4.8382 2.5435 -2.7024  -0.10
C 3.6371 2.3234 -3.3623  -0.09
C 2.4847 2.0685 -2.6386  -0.10
C -1.8111 4.6981 -0.9110  -0.22
C -1.3566 5.2645 -2.1212  -0.03
C -1.9845 6.3630 -2.6859  -0.11
C -3.0766 6.9633 -2.0807  -0.13
C -3.5179 6.4373 -0.8747  -0.11
C -2.9044 5.3421 -0.2946  -0.04
P -1.9479 1.0720 0.6370  1.07
C -3.3665 0.8951 1.7774  -0.37
C -3.2307 1.3286 3.0979  -0.10
C -4.2423 1.1072 4.0181  -0.09
C -5.3977 0.4320 3.6441  -0.10
C -5.5356 -0.0198 2.3407  -0.09
C -4.5287 0.2153 1.4159  -0.10
C -2.7503 1.1356 -1.0176  -0.36
C -3.8971 1.8888 -1.2736  -0.10
C -4.4110 1.9901 -2.5561  -0.09
C -3.7786 1.3417 -3.6097  -0.10
C -2.6303 0.6017 -3.3741  -0.09
C -2.1173 0.5017 -2.0852  -0.11
H -2.7120 3.3392 1.0210  0.06
H -1.1013 3.1302 1.6918  0.08
H 0.7792 4.0085 -0.9234  0.09
H -0.0763 2.9568 -2.0361  0.07
H 0.8227 0.1939 2.0906  0.06
H 1.1528 0.7631 4.4508  0.11
H 1.8273 3.0654 5.0905  0.09
H 2.1942 4.7725 3.3336  0.09
H 1.8786 4.1968 0.9671  0.10
H 3.7703 2.1805 0.4851  0.10
H 5.8174 2.6250 -0.7967  0.10
H 5.7447 2.7231 -3.2674  0.09
H 3.6023 2.3227 -4.4449  0.10
H 1.5656 1.8442 -3.1694  0.10
H -0.5114 4.8421 -2.6394  0.09
H -1.6035 6.7511 -3.6233  0.10
H -3.5634 7.8196 -2.5285  0.09
H -4.3571 6.8912 -0.3604  0.10
H -3.2816 5.0026 0.6575  0.09
H -2.3150 1.8130 3.4198  0.10
H -4.1174 1.4389 5.0416  0.10
H -6.1753 0.2413 4.3730  0.09
H -6.4201 -0.5689 2.0409  0.10
H -4.6327 -0.1392 0.3972  0.08
H -4.3966 2.3998 -0.4579  0.11
H -5.3004 2.5819 -2.7358  0.10
H -4.1789 1.4206 -4.6134  0.09
H -2.1267 0.0981 -4.1904  0.10
H -1.2148 -0.0651 -1.9022  0.07
N -1.0408 -1.8360 -0.1654  0.08
C -2.0189 -2.3612 -0.4786  -0.31
N -3.0810 -3.0175 -0.8094  -0.10
C -4.0193 -3.5889 0.1515  -0.25
C -5.4371 -3.1893 -0.2250  -0.18
C -5.7386 -3.5244 -1.6867  -0.20
C -4.7063 -2.8752 -2.6138  -0.18
C -3.3141 -3.3343 -2.2168  -0.14
H -3.7082 -3.2989 1.1593  0.10
H -3.8927 -4.6779 0.0932  -0.06
H -5.5812 -2.1115 -0.0843  0.09
H -6.1312 -3.7016 0.4448  0.11
H -6.7496 -3.1991 -1.9465  0.10
H -5.7018 -4.6099 -1.8272  0.11
H -4.7737 -1.7843 -2.5506  0.10
H -4.8931 -3.1581 -3.6540  0.11
H -2.5169 -2.8848 -2.8091  0.13
H -3.2089 -4.4222 -2.3175  0.11
Se -1.9621 -5.7751 0.2573  -0.08
Sb -0.3264 -4.8319 1.8791  -0.31
Se 1.7289 -4.1805 0.5116  -0.02
Se 0.4295 -6.4704 3.5429  -0.37
Se -0.9618 -2.6190 2.8824  -0.25
O 4.0562 -0.8576 -1.3804  0.04
N 2.9539 -1.0121 -0.8800  -0.57
O 1.9345 -1.3230 -1.5636  -0.12
O 2.7610 -0.8474 0.3719  -0.13

Relative energy (zero: lowest compared OMol25 entry of this formula, charge and spin) in kcal per mole: 0.0
Total charge: -2
Max |F| in eV/A: 1.48
E_HOMO in eV: -1.23
Frontier orbital gap in eV: 4.8

***

2.
Molecular formula: C38H39N6NdS
Method: DFT, ωB97M-V/def2-TZVPD

Last column: Löwdin charge in e.
Atoms and positions in Å:
Nd -0.9846 -0.9635 0.1209  1.93
C 1.0663 -4.3162 -2.6757  -0.01
C 2.4290 -4.0565 -2.6661  0.00
C 2.8882 -2.9218 -2.0201  0.03
C 1.9763 -2.0775 -1.3880  -0.20
N 0.6506 -2.3312 -1.3982  -0.03
C 0.2208 -3.4228 -2.0366  -0.13
C 2.4168 -0.8580 -0.6710  -0.20
C 3.7020 -0.3269 -0.7976  0.02
C 4.0198 0.8371 -0.1145  0.00
C 3.0504 1.4575 0.6574  0.02
C 1.7860 0.8737 0.7340  -0.21
N 1.4907 -0.2669 0.0979  0.04
C 0.6761 1.4812 1.4970  -0.23
C 0.5449 2.8633 1.6254  0.02
C -0.5823 3.3707 2.2493  0.00
C -1.5016 2.4843 2.7969  -0.01
C -1.2834 1.1257 2.6460  -0.12
N -0.2430 0.6213 1.9752  -0.02
H 0.6722 -5.1839 -3.1777  0.12
H 3.1224 -4.7209 -3.1556  0.13
H 3.9430 -2.7025 -2.0038  0.12
H -0.8561 -3.5797 -2.0524  0.12
H 4.4458 -0.7923 -1.4207  0.12
H 5.0090 1.2609 -0.2014  0.13
H 3.2736 2.3654 1.1939  0.13
H 1.2801 3.5312 1.2047  0.13
H -0.7445 4.4361 2.2940  0.13
H -2.3806 2.8379 3.3112  0.13
H -1.9713 0.3961 3.0656  0.12
C 2.7573 2.1101 -3.6328  -0.04
C 2.3146 3.5159 -3.2153  -0.55
C 2.3531 4.3996 -4.4689  -0.04
C 3.2764 4.0679 -2.1530  -0.02
C 0.9319 3.5124 -2.5858  -0.16
C 0.1897 4.7043 -2.5632  -0.01
C -1.0484 4.7853 -1.9680  -0.05
C -1.5562 3.6490 -1.3607  -0.45
S -3.0845 3.4330 -0.5780  1.18
C -2.6885 1.7599 -0.3026  -0.53
N -1.4975 1.3940 -0.7390  -0.03
C -0.8419 2.4388 -1.3574  -0.31
C 0.4076 2.3820 -1.9787  0.03
C -3.6693 0.8770 0.3141  -0.31
C -4.9028 1.4405 0.6635  -0.06
C -5.9224 0.6626 1.1656  -0.05
C -5.7192 -0.6999 1.2896  -0.06
C -4.4915 -1.2566 0.9516  -0.14
C -3.3952 -0.5183 0.4714  -0.25
H 3.6949 2.1688 -4.1819  0.09
H 2.0088 1.6648 -4.2842  0.10
H 2.9192 1.4612 -2.7735  0.05
H 3.3035 4.2632 -4.9798  0.09
H 2.2634 5.4566 -4.2324  0.08
H 1.5565 4.1200 -5.1565  0.10
H 4.2769 4.1742 -2.5612  0.10
H 3.3171 3.3965 -1.2963  0.06
H 2.9441 5.0416 -1.8040  0.09
H 0.5827 5.5885 -3.0357  0.12
H -1.6163 5.7007 -1.9891  0.12
H 0.9316 1.4362 -1.9919  0.10
H -5.0673 2.4982 0.5153  0.08
H -6.8707 1.1036 1.4233  0.12
H -6.5135 -1.3365 1.6493  0.11
H -4.4110 -2.3323 1.0507  0.07
C -0.5076 -4.3319 1.2790  -0.16
C -0.3935 -5.3957 2.4016  -0.14
N -0.6128 -4.7768 3.6932  -0.16
C 0.3491 -3.7205 3.9202  -0.14
C 0.1984 -2.6304 2.8279  -0.16
N -0.8697 -3.0153 1.8667  -0.27
C -2.1456 -3.2092 2.6130  -0.15
C -1.9535 -4.2338 3.7557  -0.14
H -1.2846 -4.6095 0.5582  0.12
H 0.4466 -4.2300 0.7503  0.11
H 0.5951 -5.8569 2.4087  0.13
H -1.1323 -6.1879 2.2751  0.13
H 1.3477 -4.1583 3.9078  0.13
H 0.1721 -3.3047 4.9140  0.13
H 1.1318 -2.5106 2.2643  0.11
H -0.0724 -1.6670 3.2755  0.10
H -2.8850 -3.5761 1.8973  0.11
H -2.4802 -2.2396 2.9986  0.11
H -2.6588 -5.0602 3.6664  0.13
H -2.0949 -3.7698 4.7323  0.13

⟨S²⟩: 3.756
Total charge: +2
Max |F| in eV/A: 1.00
E_HOMO (spin up / spin down) in eV: -13.05 / -13.05
Frontier orbital gap (spin up / spin down) in eV: 6.8 / 6.8
Multiplicity: 4